Molecular formula: C14H26NPTc
Method: DFT, wB97M-V/def2-TZVPD

Properties
total energy	-27896.3856	eV
molecular weight	337.34	g/mol
charge	+2
spin multiplicity	4
maximum force	9.09	eV Å⁻¹
Kohn-Sham gap (spin up / spin down)	0.2188 / 0.2169	Ha
energy relative to the best compared isomer or geometry (same formula, charge and spin)	58.4	kJ/mol

Geometry (Å):
H1 2.74 -1.63 1.16
H2 0.66 3.81 2.17
H3 2.10 3.11 -1.37
H4 -1.89 -0.86 2.58
C1 -1.52 -2.31 -0.22
C2 -2.52 -0.87 -1.96
C3 -1.14 0.22 -0.32
C4 -0.74 2.70 -0.41
H5 -2.95 -1.79 -2.35
C5 -0.12 -2.92 -0.01
C6 1.38 3.58 1.38
H6 2.25 -0.83 -1.16
H7 2.66 -3.24 0.32
C7 -1.67 -0.96 -0.84
C8 -1.40 1.46 -0.93
N1 0.99 -1.97 0.05
H8 2.92 1.69 -0.63
H9 1.57 1.45 -1.77
H10 0.09 -3.63 -0.83
Tc1 0.21 0.22 1.32
C9 -2.80 0.36 -2.55
C10 2.10 -2.47 0.87
H11 -2.05 -2.34 0.74
H12 -0.55 -1.97 2.74
C11 -2.26 1.53 -2.02
C12 1.96 2.10 -0.98
H13 0.86 1.05 2.65
H14 2.33 3.32 1.85
H15 -0.48 3.39 -1.22
C13 -0.81 -0.90 2.76
H16 1.68 -2.92 1.79
H17 -3.43 0.40 -3.43
H18 -0.56 -0.51 3.76
C14 1.48 -1.60 -1.28
H19 -2.48 2.50 -2.46
H20 -0.12 -3.47 0.94
H21 0.03 1.21 2.68
H22 -1.36 3.21 0.34
H23 1.51 4.45 0.73
H24 0.66 -1.18 -1.88
H25 1.89 -2.50 -1.78
P1 0.81 2.15 0.44
H26 -2.04 -3.03 -0.87

These are the natural (NBO) partial charges, in e, on atoms 1 to 6:
1 H 0.21
2 H 0.27
3 H 0.28
4 H 0.27
5 C -0.45
6 C -0.18

=====

Molecular formula: C14H27FO18S2
Method: DFT, wB97M-V/def2-TZVPD

Properties
total energy	-76197.0311	eV
molecular weight	566.48	g/mol
charge	0
maximum force	2.82	eV Å⁻¹
Kohn-Sham gap	0.4006	Ha

Geometry (Å):
C1 0.20 -3.88 1.87
H1 3.22 3.04 -4.05
H2 -1.83 5.87 -1.62
H3 4.53 2.36 -3.05
H4 0.66 -4.59 2.54
C2 0.64 0.58 -0.78
O1 2.30 -1.33 1.29
H5 -6.10 5.94 -6.56
H6 3.88 -10.16 4.13
O2 -2.77 3.71 1.42
O3 2.99 -6.58 3.83
C3 4.00 -6.97 4.36
O4 -3.18 4.59 -4.73
H7 5.45 -4.27 5.31
H8 -4.41 4.66 2.28
C4 -5.20 5.74 -5.98
C5 3.78 2.14 -3.81
O5 -2.96 -2.41 2.52
O6 -2.31 -2.48 0.18
H9 4.57 -4.49 3.79
O7 -1.62 4.25 -0.32
H10 3.34 -9.03 2.87
O8 2.90 1.11 -3.36
S1 -1.97 -2.66 1.54
H11 1.27 0.74 0.09
C6 -2.84 1.97 -4.67
H12 -0.53 4.71 -1.97
H13 -5.33 6.12 -4.97
C7 -1.05 5.25 -1.18
H14 4.27 1.77 -4.70
C8 2.22 1.41 -2.26
H15 -0.12 -2.66 3.52
H16 0.52 -3.94 0.83
H17 -4.35 6.21 -6.46
H18 -0.34 5.86 -0.63
O9 4.93 -6.19 4.92
C9 -2.30 4.74 0.71
O10 -3.94 2.56 -5.36
C10 4.63 -4.80 4.83
F1 2.70 -2.85 3.16
O11 -0.67 -1.70 1.84
H19 -2.88 2.21 -3.61
O12 4.37 -8.23 4.50
C11 3.45 -9.18 3.95
H20 -2.94 0.90 -4.80
H21 0.06 -0.33 -0.64
O13 -2.47 5.90 0.97
H22 -1.90 2.31 -5.10
H23 -0.03 1.42 -0.91
C12 -3.98 3.89 -5.30
H24 -2.92 4.65 3.27
H25 2.48 -9.11 4.44
C13 -3.53 4.08 2.57
H26 3.71 -4.57 5.35
S2 1.85 -1.69 2.59
O14 2.29 2.44 -1.65
O15 -1.24 -4.04 1.81
O16 1.76 -0.66 3.56
O17 1.44 0.38 -1.95
O18 -5.04 4.32 -5.97
C14 0.27 -2.50 2.50
H27 -3.85 3.16 3.04

These are the natural (NBO) partial charges, in e, on atoms 1 to 6:
1 C -0.10
2 H 0.19
3 H 0.20
4 H 0.19
5 H 0.24
6 C -0.26

=====

Molecular formula: C14H27N5O2P2Pb
Method: DFT, wB97M-V/def2-TZVPD

Properties
total energy	-50318.6104	eV
molecular weight	566.55	g/mol
charge	+1
spin multiplicity	2
maximum force	2.61	eV Å⁻¹
Kohn-Sham gap (spin up / spin down)	0.2456 / 0.1861	Ha
energy relative to the best compared isomer or geometry (same formula, charge and spin)	0.0	kJ/mol

Geometry (Å):
C1 -0.12 0.34 5.09
P1 2.56 -2.49 0.18
C2 1.93 1.85 -4.17
C3 -3.14 -1.51 4.02
H1 -3.39 -1.83 3.00
H2 -1.80 2.10 -2.74
C4 -0.97 1.93 -2.01
N1 -0.02 0.02 2.69
H3 0.16 3.75 -2.58
H4 -2.77 -0.01 -0.32
H5 -1.79 -1.64 -2.56
Pb1 0.74 0.11 0.22
H6 -0.68 -3.75 -1.34
C5 1.28 -3.50 -0.54
H7 2.96 2.04 -4.51
H8 1.02 -0.51 -4.49
N2 -0.34 -1.74 -1.05
C6 -1.33 -0.30 5.11
C7 2.01 0.76 -3.14
N3 -1.86 -0.80 3.97
H9 -3.05 -2.39 4.67
C8 -0.24 3.24 -1.69
N4 1.74 1.04 3.74
H10 -1.93 -0.46 6.01
O1 2.13 1.00 -1.92
H11 2.23 1.10 2.86
H12 2.81 -3.30 1.33
H13 -2.42 -2.09 -0.95
H14 -0.36 1.30 -2.61
H15 1.39 -4.58 -0.64
H16 3.63 -2.91 -0.68
C9 1.70 -0.62 -3.63
C10 -2.15 0.00 -1.23
H17 2.10 3.87 -0.98
N5 -1.09 0.95 -0.98
H18 -1.01 3.90 -1.26
H19 0.53 4.21 0.47
H20 1.23 -1.26 -2.87
H21 -3.92 -0.85 4.42
P2 1.05 3.15 -0.34
C11 0.05 -2.99 -0.98
C12 0.52 0.46 3.83
H22 -2.79 0.30 -2.09
O2 -1.74 -1.09 1.69
H23 2.66 -1.08 -3.98
H24 1.50 2.78 -3.77
H25 0.34 0.75 5.98
H26 2.22 1.36 4.57
C13 -1.71 -1.44 -1.48
H27 1.34 1.50 -5.04
C14 -1.22 -0.64 2.73

These are the natural (NBO) partial charges, in e, on atoms 1 to 6:
1 C -0.38
2 P 0.26
3 C -0.73
4 C -0.42
5 H 0.26
6 H 0.23

=====

Molecular formula: C14H28AuClINOP2
Method: DFT, wB97M-V/def2-TZVPD

Properties
total energy	-61384.0868	eV
molecular weight	647.66	g/mol
charge	+2
spin multiplicity	3
maximum force	4.62	eV Å⁻¹
Kohn-Sham gap (spin up / spin down)	0.0807 / 0.0690	Ha
energy relative to the best compared isomer or geometry (same formula, charge and spin)	298.0	kJ/mol

Geometry (Å):
H1 5.69 -2.16 1.59
H2 -0.19 -2.68 -2.97
C1 0.89 2.60 -0.56
H3 -1.22 -1.53 -2.04
C2 -0.20 -1.78 -2.34
H4 0.14 -0.95 -2.98
H5 -4.35 -0.81 -0.92
H6 3.07 3.33 1.37
P1 0.94 -1.99 -0.95
H7 -3.21 2.55 1.55
H8 0.48 -2.53 1.36
N1 -2.32 0.56 0.07
C3 3.36 2.39 0.88
H9 2.30 -3.91 -0.37
C4 -6.33 1.40 0.78
H10 -0.88 -1.63 0.65
H11 -0.65 -3.36 0.25
H12 -7.38 1.62 0.95
C5 1.00 1.39 2.03
H13 1.24 3.63 -0.39
H14 5.51 -2.45 -0.14
C6 1.71 -3.62 -1.26
C7 -4.00 1.93 1.11
H15 -6.75 -0.31 -0.48
Au1 2.91 -0.48 -0.77
H16 -0.18 2.53 -0.36
C8 -0.13 -2.41 0.46
H17 1.20 0.43 2.51
H18 1.01 2.40 -1.63
Cl1 0.07 1.57 -4.11
H19 1.39 2.20 2.67
H20 2.39 -3.54 -2.12
H21 5.96 -0.81 0.49
H22 -5.61 3.06 1.97
H23 0.93 -4.37 -1.46
P2 1.87 1.43 0.41
H24 -0.08 1.53 1.93
H25 -1.57 1.10 0.48
C9 3.88 -1.36 0.76
C10 -5.34 2.20 1.34
C11 -3.62 0.84 0.29
O1 3.20 -1.57 1.76
C12 5.34 -1.71 0.66
H26 3.96 2.58 -0.01
H27 -2.03 -0.11 -0.64
C13 -5.97 0.32 -0.04
C14 -4.64 0.04 -0.29
H28 3.96 1.78 1.58
I1 2.22 0.63 -3.08

These are the natural (NBO) partial charges, in e, on atoms 1 to 6:
1 H 0.28
2 H 0.29
3 C -0.99
4 H 0.27
5 C -0.98
6 H 0.25

=====

Molecular formula: C14H28BN2O4
Method: DFT, wB97M-V/def2-TZVPD

Properties
total energy	-26812.6518	eV
molecular weight	299.20	g/mol
charge	+1
maximum force	3.15	eV Å⁻¹
SMILES	C=CC(=O)OCCCCCC[N@@H+]1CC[C@@H](B(N)O)C[C@H]1O
Kohn-Sham gap	0.3644	Ha
energy relative to the best compared isomer or geometry (same formula, charge and spin)	58.0	kJ/mol

Geometry (Å):
H1 0.43 -0.34 1.59
C1 -3.77 0.06 -0.40
B1 -2.27 -1.55 -1.86
C2 2.34 -2.57 1.43
H2 -2.24 0.35 1.94
H3 -3.29 2.11 -0.74
H4 -0.98 2.59 1.67
O1 2.64 -0.30 1.83
H5 3.77 0.61 -2.11
C3 -1.01 2.49 0.59
C4 -3.07 1.36 0.03
H6 -1.98 -3.60 -1.98
H7 -1.69 3.28 0.26
H8 -2.09 -1.85 1.50
C5 3.35 0.50 -1.11
C6 3.02 -1.26 1.28
H9 5.34 -0.21 -0.66
N1 -1.59 1.19 0.16
H10 0.86 1.63 -1.72
H11 -3.40 -3.07 -2.69
C7 1.49 -2.81 2.39
C8 4.42 -0.03 -0.12
H12 1.64 -2.35 3.36
H13 -0.64 -0.53 -2.17
C9 0.38 2.82 -0.02
H14 0.61 -3.42 2.24
C10 2.69 1.83 -0.65
H15 3.05 2.18 0.31
H16 -3.53 -2.06 -0.18
C11 1.15 1.65 -0.66
H17 -0.79 -1.68 0.28
N2 -2.43 -2.86 -2.51
H18 0.28 3.64 -0.73
H19 -4.67 -0.13 0.18
H20 -3.50 1.77 0.94
O2 -0.28 0.24 1.95
O3 -1.52 -0.59 -2.56
H21 2.54 -3.35 0.70
C12 -2.87 -1.22 -0.41
C13 -1.44 0.12 1.24
H22 -1.29 0.88 -0.77
O4 4.06 -1.29 0.45
H23 2.91 2.53 -1.45
H24 4.63 0.75 0.62
H25 0.99 3.21 0.80
H26 2.62 -0.32 -1.20
H27 0.93 0.66 -0.27
C14 -1.73 -1.26 0.66
H28 -4.12 0.20 -1.42

These are the natural (NBO) partial charges, in e, on atoms 1 to 6:
1 H 0.50
2 C -0.42
3 B 1.18
4 C -0.34
5 H 0.19
6 H 0.23

=====

Molecular formula: C14H28BrNO7PS3
Method: DFT, wB97M-V/def2-TZVPD

Properties
total energy	-142621.6462	eV
molecular weight	529.46	g/mol
charge	+1
maximum force	3.50	eV Å⁻¹
Kohn-Sham gap	0.2115	Ha

Geometry (Å):
H1 4.25 -3.17 2.64
H2 -3.22 1.00 2.74
H3 4.55 0.82 3.57
H4 -1.35 2.05 1.65
S1 1.89 -2.76 2.83
P1 -3.63 0.58 -2.49
C1 -0.93 1.07 -2.73
C2 3.55 -2.48 2.18
H5 -5.34 -2.41 -8.02
H6 5.10 4.50 4.45
H7 5.66 3.67 2.98
O1 2.78 -0.19 0.02
O2 -4.46 0.59 -6.28
H8 -5.19 -0.81 -8.78
H9 2.05 -0.80 0.24
O3 -4.03 -1.00 -2.01
H10 2.66 -1.44 4.68
C3 0.46 1.18 -2.27
O4 2.65 2.06 0.06
C4 2.13 1.02 -0.22
H11 -3.48 -2.00 -5.57
C5 -2.28 0.39 2.86
H12 -2.44 -0.55 2.27
C6 -1.04 1.17 2.27
H13 3.03 0.85 2.64
C7 2.32 -2.47 4.55
H14 -2.09 0.14 3.94
S2 3.47 2.97 3.64
C8 0.70 0.93 -0.84
H15 3.85 -1.45 2.38
H16 3.53 -2.65 1.10
O5 -0.17 0.33 1.42
O6 2.87 2.65 4.97
S3 -5.29 -0.65 -6.40
H17 -4.66 -1.60 -4.31
H18 3.10 -3.16 4.86
Br1 -4.98 2.05 -1.42
H19 4.49 1.60 1.96
H20 1.43 -2.63 5.16
C9 3.94 1.40 2.88
C10 -4.85 -1.45 -7.96
H21 -1.16 1.24 -3.82
H22 5.69 2.83 4.56
H23 1.32 1.40 -2.95
C11 -4.54 -1.90 -5.34
H24 -0.36 1.56 3.08
H25 -3.21 -1.50 -2.23
O7 1.59 -4.21 2.68
C12 5.15 3.54 3.93
N1 -1.94 0.75 -1.84
H26 -2.58 0.27 0.22
H27 -5.05 -2.86 -5.50
C13 -0.40 0.60 0.09
H28 -3.77 -1.57 -8.02
C14 -1.76 0.52 -0.50

These are the natural (NBO) partial charges, in e, on atoms 1 to 6:
1 H 0.24
2 H 0.23
3 H 0.23
4 H 0.19
5 S 1.22
6 P 1.21

=====

Molecular formula: C14H28Cl14
Method: DFT, wB97M-V/def2-TZVPD

Properties
total energy	-190287.0041	eV
molecular weight	692.72	g/mol
charge	0
maximum force	1.88	eV Å⁻¹
SMILES	ClCCCl.ClCCCl.ClCCCl.ClCCCl.ClCCCl.ClCCCl.ClCCCl
Kohn-Sham gap	0.3856	Ha
energy relative to the best compared isomer or geometry (same formula, charge and spin)	117.6	kJ/mol

Geometry (Å):
H1 16.30 12.17 -18.03
Cl1 19.25 16.27 -26.08
H2 20.42 12.96 -19.52
Cl2 16.97 12.80 -20.69
H3 14.59 14.42 -26.98
H4 16.57 11.16 -22.29
Cl3 12.29 13.82 -27.28
C1 22.62 13.17 -19.30
H5 18.79 10.39 -19.40
H6 22.59 13.79 -18.40
C2 19.41 14.59 -26.70
H7 18.64 13.29 -28.21
H8 18.72 13.26 -22.94
H9 15.19 12.74 -15.23
C3 17.46 11.72 -22.02
H10 20.45 14.42 -26.97
C4 18.41 14.28 -27.84
H11 19.00 8.13 -25.43
Cl4 21.19 12.84 -21.68
H12 16.41 7.60 -23.88
C5 19.52 10.34 -18.59
Cl5 19.20 11.49 -17.25
Cl6 18.21 8.38 -22.41
Cl7 18.14 8.19 -17.67
H13 17.39 14.45 -27.51
C6 19.71 8.90 -18.10
H14 20.47 10.71 -18.96
H15 16.85 12.33 -15.52
H16 13.91 13.70 -25.53
C7 17.50 7.58 -23.84
H17 18.39 11.84 -24.00
C8 14.55 12.27 -26.98
Cl8 17.33 9.74 -25.55
C9 15.79 12.83 -17.33
C10 17.98 12.54 -23.27
H18 20.27 8.17 -18.68
Cl9 15.34 10.55 -15.96
H19 17.47 7.40 -25.95
Cl10 18.63 15.41 -29.24
H20 18.26 11.06 -21.67
C11 17.93 8.07 -25.23
H21 17.87 6.56 -23.76
H22 19.30 13.86 -25.89
Cl11 14.13 13.09 -17.69
C12 15.84 12.23 -15.93
Cl12 13.73 11.00 -26.12
C13 21.27 13.39 -20.03
H23 20.28 8.98 -17.17
C14 13.92 13.63 -26.62
H24 23.59 13.53 -19.66
H25 15.60 12.27 -26.68
Cl13 22.96 11.45 -18.87
H26 14.54 11.99 -28.03
H27 16.29 13.80 -17.40
H28 21.16 14.48 -20.08
Cl14 16.79 13.45 -24.23

These are the natural (NBO) partial charges, in e, on atoms 1 to 6:
1 H 0.23
2 Cl -0.06
3 H 0.24
4 Cl -0.06
5 H 0.22
6 H 0.23

=====

Molecular formula: C14H28Cl2O2SiTc
Method: DFT, wB97M-V/def2-TZVPD

Properties
total energy	-54186.1075	eV
molecular weight	425.37	g/mol
charge	-2
spin multiplicity	4
maximum force	4.57	eV Å⁻¹
Kohn-Sham gap (spin up / spin down)	0.1696 / 0.1687	Ha

Geometry (Å):
C1 1.59 0.89 -3.47
H1 -3.12 2.93 -1.55
C2 0.57 0.12 4.73
H2 1.38 3.19 -1.60
H3 -3.73 -4.24 0.83
H4 3.88 -0.32 2.44
H5 0.84 -3.04 3.62
H6 -0.59 -1.31 -4.60
C3 -1.75 0.10 -1.93
C4 1.81 -2.52 3.61
H7 1.29 0.74 1.64
Cl1 2.25 -0.15 -0.73
H8 0.48 1.21 4.53
H9 3.24 1.18 3.09
H10 -3.29 1.70 -0.29
H11 2.32 -2.73 4.57
H12 2.41 -2.95 2.80
H13 -2.08 3.01 -0.13
H14 0.22 3.81 -2.78
H15 -3.69 -0.46 -2.71
H16 2.04 -0.11 -3.55
O1 -2.91 -4.17 0.24
C5 0.88 -0.26 1.66
H17 -3.56 -0.40 -0.94
H18 2.30 1.55 -2.96
O2 -1.58 -0.09 1.01
H19 1.43 -1.18 1.37
C6 -2.57 2.32 -0.82
C7 -1.53 1.44 -1.47
Cl2 -0.26 -2.38 -0.51
H20 0.59 -1.89 -3.42
H21 3.87 -0.06 4.19
Si1 1.55 -0.67 3.35
C8 -3.04 -0.67 -1.86
H22 -2.82 -1.74 -1.83
C9 -0.27 1.89 -1.97
C10 0.31 3.25 -1.84
C11 -0.43 -1.51 -3.54
H23 -0.21 3.82 -1.06
C12 -0.60 -0.27 -2.72
Tc1 -0.27 -0.17 -0.41
H24 1.07 -0.02 5.70
H25 -1.48 0.59 1.70
H26 -0.44 -0.33 4.74
C13 3.29 0.10 3.27
H27 1.45 1.27 -4.48
H28 -1.14 -2.28 -3.21
C14 0.31 0.83 -2.73

These are the natural (NBO) partial charges, in e, on atoms 1 to 6:
1 C -0.64
2 H 0.19
3 C -1.13
4 H 0.23
5 H 0.37
6 H 0.24

=====

Molecular formula: C14H28FIN2O5
Method: DFT, wB97M-V/def2-TZVPD

Properties
total energy	-39000.9245	eV
molecular weight	450.29	g/mol
charge	0
maximum force	0.92	eV Å⁻¹
Kohn-Sham gap	0.2587	Ha

Geometry (Å):
H1 -4.10 1.08 4.73
I1 -3.56 -1.83 -4.03
H2 -3.69 -2.33 -0.87
N1 -0.53 -0.29 1.17
F1 -0.10 -0.60 -0.14
C1 -0.65 2.19 0.99
C2 4.76 -1.83 -1.62
C3 -2.76 -1.39 1.39
H3 2.47 0.78 -3.27
H4 -4.36 -0.28 3.65
H5 -2.03 0.82 -0.88
O1 0.74 1.90 0.94
H6 -3.29 -0.99 2.24
H7 -2.11 -1.75 -1.35
C4 -1.27 -1.41 1.75
H8 -3.59 -0.53 5.21
O2 2.69 2.44 -2.03
C5 -2.49 0.67 0.10
C6 3.81 -2.91 -1.09
H9 1.31 1.07 -1.31
H10 -0.79 -2.37 1.53
H11 -3.08 -2.42 1.26
H12 1.12 3.73 0.07
H13 3.35 0.29 -0.84
N2 -3.13 -0.64 0.19
C7 -1.44 0.89 1.18
H14 4.09 -3.22 -0.09
C8 1.47 2.15 -1.39
C9 -3.60 0.16 4.35
O3 -2.37 0.39 3.80
H15 -1.91 0.86 2.22
C10 -3.11 -1.42 -1.02
H16 -0.99 2.72 0.10
C11 3.24 1.33 -2.72
H17 -0.85 2.84 1.85
C12 1.49 2.71 0.04
H18 3.94 1.73 -3.45
H19 4.94 0.79 -1.49
C13 3.95 0.39 -1.76
H20 5.52 -2.29 -2.26
H21 0.34 -0.09 1.67
O4 4.08 -0.86 -2.39
H22 3.83 -3.80 -1.72
H23 5.29 -1.36 -0.79
H24 2.52 2.72 0.39
H25 -3.23 1.47 0.23
H26 0.63 2.56 -1.97
O5 -4.35 0.31 -2.16
H27 -1.19 -1.20 2.83
H28 2.78 -2.53 -1.08
C14 -3.77 -0.71 -2.18

These are the natural (NBO) partial charges, in e, on atoms 1 to 6:
1 H 0.12
2 I -0.02
3 H 0.25
4 N 0.05
5 F -0.23
6 C -0.07